# 1
78
Properties=species:S:1:pos:R:3:forces:R:3:mulliken_charge:R:1 method="wB97M-V/def2-TZVPD" charge=+2 de_lowest_kj_mol=485.8 total_energy_ev=-123199.089 multiplicity=1 homo_ha="-0.47189 / -0.48879" orbital_gap_ev="4.5 / 6.0"
N -4.982 -1.640 4.219 0.5575 0.1433 -0.2757 -0.524
C -4.305 -0.650 4.825 -0.4376 0.0079 -0.3438 -0.462
C -4.123 0.586 4.203 0.2504 0.3642 -0.2094 -0.415
C -4.571 0.806 2.876 -1.0939 -0.8606 0.7718 0.704
C -5.289 -0.248 2.254 0.2210 -0.0054 0.6891 -0.248
C -5.432 -1.443 2.968 -0.4377 0.3291 0.0822 -0.487
C -4.252 2.005 2.152 -0.6501 0.4474 -0.3588 -0.476
Be 0.430 0.737 -0.799 -1.3301 -0.0682 0.9694 0.391
P 3.152 0.211 -1.140 1.1710 0.1588 -1.2783 0.566
C -4.592 2.169 0.816 0.5081 0.5537 -0.0426 -0.867
C -3.502 2.481 -0.069 -0.2695 0.1930 0.6267 0.549
C -3.401 1.824 -1.326 0.5770 0.1338 -0.7372 -0.742
C -2.119 1.587 -1.872 -2.6341 0.0583 0.1406 -0.124
C -1.074 1.769 -0.984 1.0537 -0.1432 -1.2647 -0.069
C -1.129 2.886 -0.154 -2.2113 1.7221 1.5048 -1.540
C -2.368 3.208 0.413 0.9834 -0.5252 -0.6247 -0.258
Br 1.136 1.769 -2.476 0.1749 0.6919 -0.8545 -0.302
H -3.654 2.767 2.663 0.4445 -0.5946 -0.3403 0.407
H -5.558 1.895 0.392 0.4286 -0.7738 0.1030 0.692
H -3.648 1.409 4.750 -0.0427 -0.3459 -0.2343 0.451
H -5.761 -0.110 1.272 0.4295 -0.2931 0.4279 0.254
H -3.920 -0.843 5.849 -0.4311 0.1496 -0.8204 0.359
H -5.985 -2.277 2.512 0.2569 0.3461 0.3032 0.396
H -4.322 1.441 -1.791 0.5654 0.2258 0.0974 0.417
H -2.507 3.873 1.289 0.2953 -0.1715 -0.9227 0.904
H -1.984 1.234 -2.902 -0.1016 -0.3390 0.7103 0.680
H -0.282 3.516 0.092 0.3934 -0.4946 0.1393 0.802
P -0.142 -1.458 -0.651 -0.5506 -1.1538 -0.7305 1.307
C 3.709 1.952 -0.520 -1.1142 -0.2578 -0.0377 -0.043
C 4.954 2.628 -1.060 0.5772 -0.0352 -0.2313 -1.419
H 3.788 1.819 0.576 0.0131 -0.3004 -0.4176 0.414
H 2.845 2.617 -0.687 0.3705 -0.4540 0.1150 0.126
H 5.100 3.543 -0.482 -0.0240 -0.0587 -0.0085 0.412
H 5.857 2.021 -0.948 -0.2377 0.3082 -0.0479 0.293
H 4.861 2.931 -2.105 -0.0719 -0.1009 0.0843 0.311
C 3.150 -0.519 -2.940 -0.9340 0.7904 1.1802 -0.328
C 4.046 0.298 -3.840 0.7836 0.2364 -1.0926 -1.191
H 2.103 -0.406 -3.262 0.5451 -0.3660 0.1158 -0.018
H 3.435 -1.585 -2.895 -0.1118 0.5663 0.2571 0.596
H 3.542 0.369 -4.816 0.3103 0.1903 0.2457 0.409
H 4.272 1.328 -3.494 -0.2594 -0.6811 -0.2167 0.161
H 4.998 -0.231 -4.025 -0.3256 0.3866 0.1958 0.348
C 4.386 -0.893 -0.468 -0.3878 -0.7616 0.8700 -0.619
C 5.812 -0.464 -0.764 0.8514 0.0316 0.0109 -1.655
H 4.194 -1.876 -0.916 0.0015 0.2735 0.3677 0.348
H 4.202 -0.954 0.613 0.3811 -0.2061 -0.1411 0.541
H 6.438 -1.361 -0.818 -0.0653 0.1815 0.0717 0.376
H 5.947 0.072 -1.712 -0.1294 -0.1954 0.2017 0.341
H 6.191 0.158 0.050 0.0474 -0.0327 -0.2305 0.416
C 0.584 -2.880 0.289 -0.0531 0.1932 0.2408 -1.186
C 2.075 -3.115 0.171 0.1830 -0.2733 0.1292 -1.180
H 0.054 -3.774 -0.084 -0.0049 0.3854 0.1620 0.573
H 0.293 -2.778 1.344 0.0818 -0.1208 -0.2201 0.607
H 2.313 -4.072 0.647 0.0780 0.1207 -0.1587 0.468
H 2.392 -3.173 -0.873 -0.0012 -0.0349 0.0683 0.242
H 2.675 -2.358 0.679 -0.2114 -0.0228 -0.0402 0.160
C -0.165 -2.241 -2.332 0.1794 0.1933 0.4006 -1.053
C -1.034 -1.521 -3.359 -0.2106 0.0601 -0.3963 -1.161
H -0.521 -3.270 -2.170 0.1279 0.2363 -0.1799 0.606
H 0.884 -2.295 -2.657 -0.2599 -0.0391 -0.0094 0.390
H -0.836 -1.938 -4.358 -0.1896 0.1343 0.3162 0.452
H -2.101 -1.667 -3.134 0.2982 0.0485 -0.1142 0.314
H -0.857 -0.435 -3.422 0.1716 -0.4546 0.1044 0.119
C -1.915 -1.651 -0.118 -0.1017 0.3523 -0.4751 -0.065
C -2.208 -2.074 1.322 -0.0076 -0.1130 0.1338 -1.191
H -2.345 -2.393 -0.814 0.1257 0.2643 0.2452 0.564
H -2.397 -0.687 -0.345 -0.0034 -0.3300 0.0911 -0.233
H -3.297 -2.083 1.450 0.3013 -0.0125 0.0823 0.292
H -1.846 -3.091 1.533 -0.1597 0.3468 -0.0529 0.385
H -1.781 -1.388 2.069 -0.2561 -0.2350 -0.2880 0.239
N -0.341 2.080 2.581 0.4668 -0.6554 -0.1017 -0.333
C 0.191 1.016 1.920 0.3132 0.2487 0.2615 0.559
N 0.247 -0.149 2.598 0.1807 0.4628 0.1087 -0.258
O 0.661 1.105 0.757 0.4489 0.2512 0.7212 -0.108
H -0.429 2.044 3.586 -0.2082 0.0295 -0.1515 0.188
H -0.678 2.898 2.092 0.4568 -0.3350 0.0933 0.133
H 0.637 -0.990 2.162 -0.0638 0.7936 0.5706 0.073
H 0.094 -0.069 3.599 -0.0229 -0.7662 -0.3612 0.222

=====

# 2
87
Properties=species:S:1:pos:R:3:forces:R:3:mulliken_charge:R:1 method="wB97M-V/def2-TZVPD" charge=+3 de_lowest_kj_mol=1549.0 total_energy_ev=-184591.445 multiplicity=1 homo_ha=-0.55500 orbital_gap_ev=6.4
Ti 0.280 0.158 -0.783 1.7978 -0.8654 -1.8338 0.362
Cl -1.044 1.509 1.368 -1.0924 -0.8052 0.9525 0.634
C -2.888 1.545 0.782 -0.2858 0.3279 -0.5095 0.147
C -3.702 2.565 1.240 -0.0815 -0.3346 0.2851 -0.622
C -5.060 2.545 0.930 0.0777 0.0813 0.0646 -0.965
C -5.595 1.527 0.166 -0.0817 -0.1243 -0.0771 -0.583
C -4.767 0.520 -0.311 -0.0947 0.0855 -0.0116 0.523
Cl -5.383 -0.734 -1.316 -0.0044 0.0049 -0.0138 -0.196
C -3.412 0.527 -0.019 0.5548 -0.0367 -0.4284 0.295
S -2.382 -0.730 -0.827 -0.7837 0.3214 0.3646 -0.242
H -3.314 3.346 1.867 -0.0137 0.0708 0.1132 0.585
H -5.703 3.338 1.286 0.0237 0.0166 0.0102 0.478
H -6.649 1.510 -0.077 0.0030 -0.0052 -0.0038 0.504
O 3.435 4.164 -4.340 0.0056 -0.0082 -0.0103 -0.491
C 2.752 3.309 -3.604 -0.0253 -0.0216 0.0264 0.701
C 3.294 2.179 -2.983 -0.0262 0.0225 -0.0184 -1.085
C 2.467 1.394 -2.229 0.0357 0.0303 0.0031 -1.004
N 1.142 1.636 -2.037 0.2613 -0.2434 0.0332 0.631
C 0.628 2.699 -2.698 -0.1037 0.0647 0.0713 -0.129
Br -1.227 3.025 -2.657 0.0029 0.0703 -0.0054 -0.041
C 1.381 3.552 -3.460 0.0111 0.0054 -0.0257 -0.547
H 4.372 3.933 -4.420 0.0016 0.0051 0.0061 0.339
H 4.339 1.918 -3.083 0.0036 0.0101 0.0035 0.418
H 2.876 0.531 -1.723 -0.0119 -0.0042 0.0270 0.922
H 0.930 4.394 -3.964 0.0007 -0.0012 -0.0016 0.557
C 4.882 1.768 0.687 -0.0023 0.0276 -0.0599 -1.119
N 3.952 0.655 0.486 -0.0841 -0.2040 -0.0086 0.554
C 4.623 -0.636 0.358 0.0203 0.0172 -0.0197 -0.908
P 2.481 0.802 1.289 0.3604 0.2218 0.4128 -0.260
O 1.613 -0.286 0.314 -0.3900 0.4815 0.2096 0.115
N -0.362 2.872 1.391 0.7087 0.7757 -0.9585 -0.291
C -0.960 4.141 1.817 -0.1232 -0.2414 0.3093 -1.011
C -0.895 0.741 2.795 0.1429 0.1475 0.2695 -0.885
N 2.487 -0.115 2.692 -0.2093 -0.0931 -0.1041 0.346
C 2.636 0.589 3.956 -0.0485 0.0120 0.0058 -1.018
C 2.501 -1.561 2.797 0.1317 0.0013 0.0536 -0.780
H 5.537 1.862 -0.181 -0.0007 -0.0050 -0.0009 0.310
H 5.513 1.620 1.568 -0.0028 0.0017 0.0009 0.343
H 4.330 2.700 0.806 -0.0015 -0.0019 0.0016 0.365
H 5.295 -0.621 -0.503 0.0139 0.0086 0.0115 0.395
H 3.893 -1.430 0.202 0.0084 0.0104 -0.0183 0.156
H 5.219 -0.875 1.244 -0.0155 -0.0085 0.0071 0.293
H -0.172 4.861 1.617 0.0522 0.0238 0.0753 0.339
H -1.199 4.168 2.883 -0.0035 0.0430 -0.0005 0.350
H -1.825 4.436 1.230 0.0332 0.0318 -0.1614 0.387
H -1.489 -0.209 0.014 0.5487 -0.7289 0.6251 0.059
H -0.684 1.352 -0.955 -0.8250 1.1350 0.2144 0.292
H -0.889 1.290 3.721 -0.2048 -0.0789 0.0591 0.569
H 2.648 1.666 3.788 -0.0241 0.0013 0.0041 0.358
H 3.567 0.314 4.458 0.0043 0.0090 -0.0027 0.341
H 1.807 0.355 4.635 0.0040 -0.0126 0.0031 0.233
H 2.397 -2.022 1.818 -0.0316 -0.0075 0.0115 0.123
H 1.675 -1.904 3.433 -0.0084 0.0013 -0.0034 0.123
H 3.427 -1.923 3.253 0.0101 -0.0007 -0.0225 0.352
C -0.925 -0.426 -4.434 0.0077 0.0005 -0.0061 -0.832
N -0.695 -1.805 -4.007 -0.0568 0.0112 0.0252 0.182
C -1.286 -2.867 -4.837 0.0143 -0.0084 -0.0130 -0.533
C -0.486 -4.143 -4.685 0.0100 0.0072 0.0039 -0.746
C -0.378 -4.494 -3.218 0.0021 -0.0021 -0.0167 -0.637
N 0.108 -3.336 -2.447 -0.0235 0.0023 0.0141 0.240
C 0.854 -3.658 -1.233 0.0139 -0.0112 -0.0139 -0.889
C -0.069 -2.091 -2.873 0.1656 0.0211 -0.1173 0.372
O 0.418 -1.109 -2.154 -0.4659 -0.3235 0.1441 -0.281
H -0.194 0.236 -3.986 0.0036 0.0035 -0.0022 0.091
H -1.930 -0.097 -4.167 -0.0027 -0.0015 0.0046 0.298
H -0.817 -0.380 -5.516 -0.0009 0.0007 0.0006 0.447
H -1.271 -2.518 -5.867 -0.0004 0.0031 0.0007 0.387
H -2.330 -3.011 -4.548 -0.0003 0.0009 0.0027 0.294
H 0.509 -4.010 -5.113 -0.0015 -0.0051 -0.0041 0.312
H -0.972 -4.954 -5.225 -0.0050 0.0001 0.0021 0.386
H 0.333 -5.305 -3.063 0.0023 0.0024 0.0044 0.406
H -1.340 -4.811 -2.808 0.0015 -0.0025 0.0014 0.318
H 1.797 -4.138 -1.497 -0.0018 -0.0028 -0.0007 0.404
H 0.266 -4.353 -0.633 -0.0039 0.0096 0.0051 0.351
H 1.070 -2.766 -0.654 -0.0050 0.0038 0.0046 0.014
C -3.434 -0.153 4.233 -0.0737 -0.0394 0.0046 -0.532
N -2.446 -1.224 4.423 0.0765 0.1044 0.0736 0.125
C -2.761 -2.189 5.496 -0.0132 -0.0163 0.0064 -0.845
C -1.413 -1.419 3.680 -0.2244 0.0748 0.0358 0.127
O -0.966 -0.667 2.704 0.4478 0.0163 0.0094 -0.061
H -3.681 0.265 5.206 0.0105 0.0063 0.0073 0.391
H -4.329 -0.596 3.797 -0.0065 -0.0024 0.0152 0.364
H -3.048 0.622 3.582 -0.0614 -0.0490 -0.0052 0.093
H -3.662 -2.736 5.224 -0.0107 0.0175 0.0089 0.363
H -2.935 -1.636 6.416 0.0261 0.0026 0.0061 0.334
H -1.933 -2.877 5.638 -0.0090 -0.0122 -0.0171 0.327
H -0.829 -2.318 3.846 -0.0533 -0.0472 -0.1201 0.404

=====

# 3
76
Properties=species:S:1:pos:R:3:forces:R:3:mulliken_charge:R:1 method="wB97M-V/def2-TZVPD" charge=+1 total_energy_ev=-62608.467 multiplicity=1 homo_ha=-0.43215 orbital_gap_ev=9.6
C 4.568 -2.916 2.004 0.1151 0.1528 0.4579 -0.450
O 4.286 -1.631 2.538 -0.1833 -0.2243 -0.2567 -0.467
C 3.465 -0.789 1.747 0.1928 0.3984 0.5401 0.755
C 4.110 0.600 1.569 -0.4758 -0.5877 -0.5485 -1.010
C 4.317 0.990 0.098 0.3363 0.2409 0.5995 -0.622
C 4.223 2.508 -0.156 0.3267 -0.6393 -0.6376 -0.897
C 3.352 2.867 -1.364 -0.0364 0.8355 0.3258 -1.033
C 1.926 3.253 -0.958 -0.0698 -1.1687 -0.3519 -1.049
C 1.029 2.001 -0.808 0.0028 -0.2428 0.6045 0.136
C 0.353 1.877 0.575 0.0289 0.7198 -0.3850 -0.963
C -1.101 1.437 0.542 0.1503 -0.6271 0.2452 -1.400
P -1.359 -0.332 0.158 0.0402 0.5355 -0.4494 1.030
C -2.782 -0.423 -0.985 -0.1084 -0.4055 0.7004 -0.616
C -3.957 -1.390 -0.677 0.3073 0.1237 -0.2105 -1.202
C -3.836 -2.254 0.561 -0.2695 -0.0136 -0.1275 -0.183
Cl -4.985 -3.608 0.432 -0.0456 0.0107 0.1543 -0.179
C 0.120 -1.075 -0.600 -0.5458 -0.7056 0.1202 0.016
C 0.196 -2.606 -0.530 0.4678 0.1367 -0.0958 -0.330
C 1.605 -3.030 -0.930 -0.3510 -0.0662 -0.2156 -0.976
I -1.175 -3.558 -1.884 -0.1235 0.0615 0.1302 0.120
H 4.560 -3.636 2.817 -0.0082 -0.0382 0.1741 0.298
H 5.565 -2.929 1.570 0.0446 -0.0223 -0.3013 0.269
H 3.820 -3.242 1.285 -0.0324 0.0276 -0.2062 0.071
H 2.519 -0.657 2.284 -0.1923 -0.1348 -0.0283 -0.249
H 3.238 -1.235 0.779 0.1674 -0.1244 -0.1191 -0.372
H 3.461 1.336 2.034 0.0533 0.1939 0.2467 0.435
H 5.054 0.554 2.094 0.1635 0.2688 0.2415 0.449
H 3.615 0.450 -0.531 -0.2335 -0.0535 -0.1240 0.390
H 5.308 0.649 -0.194 0.0394 -0.1627 -0.2231 0.517
H 5.224 2.871 -0.358 0.2220 0.1627 0.1361 0.408
H 3.881 3.015 0.740 -0.1306 0.1670 0.1219 0.516
H 3.797 3.711 -1.884 0.0922 0.1656 -0.0476 0.426
H 3.350 2.052 -2.081 -0.0641 -0.2040 -0.1902 0.441
H 1.976 3.735 0.011 -0.0631 0.4862 0.0393 0.365
H 1.485 3.910 -1.697 -0.0761 0.3272 0.0249 0.371
H 0.272 1.937 -1.586 -0.1372 0.2201 -0.2064 0.721
H 1.648 1.124 -0.943 0.1828 -0.1682 -0.2056 -0.193
H 0.931 1.264 1.260 0.1089 -0.2285 0.0989 -0.008
H 0.355 2.868 1.017 -0.0834 0.1621 0.2010 0.752
H -1.539 1.580 1.526 -0.1169 -0.0351 0.1833 0.570
H -1.700 2.021 -0.148 0.0398 0.0981 -0.2925 0.622
H -1.535 -0.968 1.392 -0.0527 -0.0481 -0.0635 0.070
H -3.159 0.590 -1.060 -0.0073 0.2449 0.0832 0.641
H -2.375 -0.655 -1.962 0.1366 -0.0268 -0.2076 0.337
H -4.073 -2.050 -1.524 0.0657 -0.1426 -0.2793 0.397
H -4.869 -0.808 -0.633 -0.2020 0.0613 0.1218 0.453
H -4.075 -1.703 1.462 -0.0362 0.0544 0.2691 0.290
H -2.858 -2.704 0.673 0.2331 -0.1198 -0.0660 0.141
H 0.129 -0.799 -1.649 0.0738 0.3378 -0.1821 0.776
H 1.020 -0.699 -0.126 0.0374 0.2881 0.2380 -0.985
H -0.018 -2.977 0.465 -0.2760 -0.0746 0.1102 0.597
H 1.892 -2.498 -1.832 0.1731 0.0810 -0.1793 0.395
H 1.616 -4.085 -1.164 0.2008 -0.2715 0.1008 0.571
H 2.322 -2.815 -0.143 -0.0210 0.0245 0.0583 -0.143
N -1.021 -0.238 3.752 -0.1824 0.0602 -0.0932 -0.058
C -2.238 0.298 3.861 0.1288 -0.0839 -0.0337 0.254
C -2.858 0.570 5.067 -0.0330 0.0105 -0.0072 -1.162
C -2.178 0.265 6.235 0.0082 -0.0033 0.0530 -0.106
C -0.914 -0.295 6.144 -0.0550 0.0282 -0.0095 -0.688
C -0.382 -0.525 4.886 0.1633 -0.0505 -0.1336 -0.146
H -2.739 0.517 2.921 -0.1433 0.0247 0.0774 0.299
H -3.847 1.007 5.091 -0.0019 -0.0021 -0.0172 0.390
H -2.626 0.460 7.200 -0.0014 0.0006 -0.0014 0.395
H -0.351 -0.549 7.031 0.0226 -0.0092 -0.0112 0.398
H 0.605 -0.959 4.773 0.0034 -0.0066 0.0579 0.399
N -3.421 0.075 -4.027 0.0628 0.0536 -0.0745 -0.192
C -3.568 -0.640 -5.142 -0.0235 -0.0957 0.0991 -0.085
C -3.497 -0.099 -6.416 -0.0009 0.0391 0.0010 -0.683
C -3.262 1.260 -6.542 0.0000 0.0051 -0.0472 -0.119
C -3.109 2.021 -5.394 0.0037 0.0156 0.0099 -0.800
C -3.196 1.382 -4.169 -0.0071 -0.0931 0.0542 0.068
H -3.755 -1.698 -5.000 0.0022 -0.0060 -0.0572 0.374
H -3.623 -0.728 -7.286 -0.0074 -0.0182 0.0115 0.371
H -3.201 1.720 -7.520 -0.0002 0.0003 0.0024 0.388
H -2.928 3.085 -5.447 -0.0031 0.0038 0.0171 0.367
H -3.083 1.943 -3.245 0.0036 0.0759 -0.0246 0.317